110
Properties=species:S:1:pos:R:3:forces:R:3 method="wB97M-V/def2-TZVPD" orbital_gap_ha=0.1772 charge=+2 total_energy_ev=-103012.5885 lumo_energy_ev=-7.10 multiplicity=1
H -0.8326 0.1200 -2.9816 -0.049 -0.109 0.056
H 0.0765 0.1687 -5.4084 -0.006 -0.048 0.038
H -3.3945 -5.4304 -3.2643 -0.002 0.004 0.000
H 1.3606 4.8056 4.4842 0.001 0.000 0.003
C 0.6506 0.3768 -4.5048 -0.115 0.068 -0.046
H -1.6943 0.1621 6.1785 0.014 0.010 0.006
C 4.3794 3.6699 -3.0459 -0.011 0.023 -0.004
H 3.6755 1.2526 -4.0127 0.010 -0.017 0.007
S -2.7018 -0.4225 -1.2673 0.173 0.440 0.168
H 3.9963 3.8663 -4.0471 0.002 -0.001 -0.004
C 1.8056 1.9557 0.9033 0.150 0.071 0.029
C -2.3517 -5.1286 -3.1632 0.028 -0.001 0.003
H -2.8045 -1.7417 -3.8045 -0.014 0.003 0.000
C -0.4647 4.4502 -0.3035 -0.011 -0.037 -0.019
P -2.7309 -2.2423 -0.6521 0.590 -0.308 0.359
H 4.2364 -1.1904 -1.4377 -0.008 0.005 -0.004
H 4.3220 -5.4606 -1.4940 -0.002 0.001 0.003
C 2.3608 2.9157 1.8510 -0.016 -0.006 0.090
O -3.6523 -2.5064 0.5703 -0.118 0.054 -0.133
O 1.1501 -2.1789 3.1470 0.020 -0.121 -0.069
C 3.3776 4.6447 3.7661 -0.003 0.005 0.000
H -6.0916 -3.2598 -0.0399 0.002 0.004 -0.004
H 0.4548 4.8327 0.1237 0.019 0.000 0.030
C 3.7265 3.2154 1.8691 0.041 0.013 -0.010
O 0.8438 1.2399 1.3230 -0.191 -0.022 -0.092
Te -1.5713 2.4700 -4.0432 -0.038 -0.003 0.060
H -3.1884 1.6661 0.7179 -0.005 -0.017 -0.034
H -4.5802 1.5063 1.8056 0.008 -0.012 0.014
H 0.3529 1.3866 -2.6215 -0.174 -0.024 -0.025
H 1.4223 -3.3421 -3.8347 0.002 -0.004 0.000
C -1.6813 4.7045 0.3206 0.027 -0.019 0.016
H 2.4101 -5.4814 -3.0623 0.001 -0.001 0.003
C 3.2892 1.4040 -3.0106 -0.032 -0.120 0.013
C 2.2431 -3.3504 -3.1299 -0.030 0.002 -0.003
H -3.3390 3.4359 2.6727 0.037 -0.005 0.026
N -2.7466 1.4584 2.7663 0.208 -0.076 -0.017
C 0.2456 0.3247 4.5109 -0.033 -0.008 0.089
C -1.6123 3.3315 -2.1122 0.002 0.100 -0.029
H -2.4537 -4.5507 1.8588 0.000 0.004 0.003
C 1.5128 3.4712 2.8183 0.019 0.000 -0.023
C 4.3860 -3.3214 -1.3675 0.003 0.001 0.004
H -3.7691 -5.7150 1.7056 -0.003 0.000 0.000
H -2.1973 3.0902 3.9804 -0.004 0.000 0.012
H -1.8936 -5.6922 -2.3510 -0.005 0.002 0.003
C -0.2418 0.9221 -3.4042 -0.094 0.143 -0.181
H -2.8886 -5.2157 0.2648 0.016 0.004 -0.004
C 2.5184 0.4055 -2.4366 0.293 -0.009 0.173
C -3.0653 2.7170 3.4445 0.016 0.025 -0.068
H 4.3691 4.6046 -2.4888 0.004 0.002 0.005
C 2.8004 -4.5400 -2.6986 0.005 -0.001 -0.004
N -1.1256 0.7866 4.2834 -0.032 0.056 0.070
H 3.7739 5.3241 4.5089 0.000 0.002 0.000
C 2.3288 1.7980 -0.4335 -0.030 -0.114 -0.197
O -1.1237 -0.0778 2.1998 -0.792 0.148 -0.115
O 2.7337 -1.7605 1.5873 0.073 0.034 0.072
C -2.8242 3.5683 -1.4704 -0.003 -0.043 0.004
H 5.2894 4.2869 2.8621 0.003 0.001 -0.003
C -3.2784 -4.8699 1.2222 0.003 -0.006 -0.023
H -1.8345 -5.3780 -4.0896 0.008 0.000 0.003
C -1.6795 0.7380 3.0763 0.374 -0.116 0.267
C 3.8755 -4.5289 -1.8155 -0.003 -0.002 -0.011
C 3.5653 2.6119 -2.3568 0.039 0.073 -0.042
H 0.6189 0.8376 5.3950 0.003 0.023 -0.001
C 2.0459 0.6252 -1.1467 0.056 -0.139 0.210
H 4.6651 -1.9755 2.2175 0.001 -0.007 -0.012
H -1.7111 5.2883 1.2322 0.004 -0.017 0.032
C -5.4467 -4.1223 0.1232 -0.009 -0.012 0.030
C 2.1277 -0.8631 -3.1504 -0.040 -0.014 0.169
H 0.5154 3.6506 -2.0303 -0.034 -0.016 0.001
C 3.0784 2.7968 -1.0791 0.047 0.052 0.022
C 2.0176 4.3481 3.7569 0.006 0.001 0.003
H -6.0429 -4.9016 0.5993 0.009 -0.006 -0.003
C -3.5698 1.1563 1.6012 -0.077 -0.048 -0.047
H 5.2404 -3.3067 -0.7029 -0.002 0.001 0.005
C 1.5108 -1.7058 2.1009 0.012 -0.074 -0.091
H -3.8123 4.4758 0.2006 -0.027 0.012 -0.001
H -2.3152 -2.9970 -4.9456 -0.005 0.003 -0.006
H 0.8767 0.5927 3.6682 -0.020 -0.011 0.037
C -2.2552 -3.6417 -2.9230 0.064 0.021 0.025
H -5.0949 -4.4982 -0.8352 0.002 0.007 -0.009
H -1.2182 -3.3506 -2.7335 0.002 0.033 -0.031
H 4.3965 2.7497 1.1586 -0.010 -0.004 0.039
H -2.9770 0.9648 5.2793 -0.015 -0.018 -0.003
H 5.4168 3.3486 -3.1486 0.001 -0.004 -0.008
C 3.8184 -2.1263 -1.7895 0.032 0.020 0.010
H 3.4482 -2.6342 3.3543 0.006 0.006 0.002
H -3.9063 -3.0838 -4.1815 -0.005 0.010 0.011
O -2.9884 -3.4044 -1.6506 -0.242 0.037 -0.080
H 3.8192 -3.4989 1.8353 -0.008 -0.014 0.020
O 1.2809 -0.3314 -0.5673 0.164 0.016 -0.682
C -2.8581 4.2603 -0.2639 0.039 0.003 -0.012
C 3.7350 -2.5262 2.3132 0.002 0.001 -0.022
H -3.9041 2.6039 4.1301 -0.001 0.010 -0.003
C 2.7453 -2.1304 -2.6746 -0.071 0.007 -0.008
H -3.6030 0.0879 1.4323 0.024 -0.111 -0.080
C -2.8640 -2.8062 -4.0227 0.002 -0.027 -0.031
C -1.9163 0.9866 5.5016 0.023 -0.008 -0.003
N 1.2541 -0.8786 -4.0683 0.247 -0.001 -0.131
C 4.2307 4.0702 2.8340 0.000 0.014 0.015
C -4.2976 -3.7709 1.0384 -0.019 0.015 0.028
C -0.4319 3.7760 -1.5161 -0.018 0.054 -0.027
H 0.4583 3.2280 2.7988 -0.027 0.013 -0.031
H -1.6604 1.9241 5.9941 -0.008 0.004 -0.002
H -4.6813 -3.4551 2.0070 0.018 0.020 0.000
S -0.7264 -2.7073 0.0108 -0.136 -0.754 -0.073
H -3.7489 3.2301 -1.9212 -0.008 0.007 -0.014
Ta 0.0715 -0.6933 0.7888 -0.292 0.791 0.299
H 3.2551 3.7392 -0.5770 -0.032 -0.019 -0.022
H 1.4053 1.1178 -4.7837 -0.017 -0.007 -0.002
H 0.2785 -0.7520 4.6715 -0.013 0.083 0.008

108
Properties=species:S:1:pos:R:3:forces:R:3 method="wB97M-V/def2-TZVPD" orbital_gap_ha=0.2205 charge=+1 total_energy_ev=-79842.7634 lumo_energy_ev=-2.66 multiplicity=1
H 2.7453 0.2930 3.8410 -0.013 -0.013 -0.046
H -3.8681 5.8617 -2.5283 -0.045 -0.009 -0.048
C -0.7364 -4.0745 -1.3527 -0.123 -0.035 0.074
C -2.1460 -0.0888 -5.0000 -0.006 0.009 -0.082
H 3.7215 -3.2248 -1.3502 -0.047 -0.010 -0.037
H -0.1949 2.4449 3.7998 -0.015 -0.023 -0.001
H -1.0914 -3.8847 -2.3693 -0.035 0.010 -0.055
P 1.4985 1.5889 1.4304 0.169 0.226 0.295
H 3.1485 3.8257 3.0760 -0.025 -0.004 -0.013
C 1.8862 -3.6737 -2.4554 -0.020 -0.102 -0.090
C -2.8173 -0.7789 1.3850 0.145 0.184 -0.153
H 3.3742 -5.9654 1.7739 0.007 0.011 -0.007
C -0.5001 -5.5704 -1.1857 -0.013 -0.084 0.036
H 1.9515 -4.7497 -2.2867 0.039 -0.040 -0.015
H 3.3648 -4.3693 3.6908 -0.032 0.010 -0.037
C 1.5044 -2.5321 1.4933 -0.214 0.388 0.051
C -0.8243 3.0435 -1.8725 0.032 -0.219 0.148
N 2.0342 0.4634 -2.2829 0.147 0.050 -0.272
P 0.7425 -2.9730 -1.1855 0.303 -0.192 0.236
H 0.1339 2.8120 -2.3323 -0.055 -0.034 0.028
H -6.8663 -0.5894 1.7252 -0.048 -0.041 -0.036
C 2.8626 -5.0155 1.7003 -0.026 0.070 0.056
H 3.8178 1.6928 3.7849 -0.026 -0.025 0.002
C 1.7932 4.2960 0.7559 0.058 -0.006 0.003
H -1.4756 1.1659 5.4420 0.014 -0.028 -0.032
C -1.8126 -3.5901 -0.3824 -0.026 -0.032 0.075
H 4.4947 2.7460 1.6969 -0.018 -0.021 0.007
H 4.7049 0.8005 -3.9128 -0.011 0.002 0.000
C 2.1883 -2.9152 2.6678 0.016 -0.023 0.025
H 3.2744 -2.0171 -2.5641 -0.015 -0.012 0.012
N -1.2322 0.2776 -5.8951 0.133 0.006 0.120
C -2.6037 4.5548 -1.4273 -0.082 0.091 0.008
O -4.1932 6.2037 -0.5732 0.092 -0.025 -0.056
N -2.3293 0.1821 0.5905 -0.476 0.114 0.081
H 0.2937 3.4931 2.0346 -0.057 0.029 -0.022
C -0.9761 -0.7407 4.5572 -0.032 0.047 0.002
C 1.5286 -3.4375 0.4040 0.044 -0.060 -0.077
N 0.8917 -1.2820 1.3836 0.179 -0.536 0.665
H 2.2390 -5.3393 -0.3016 -0.002 0.020 0.034
H 4.4302 0.0941 3.3691 -0.014 0.045 -0.039
O -6.9876 1.4866 1.6538 -0.014 -0.090 0.061
H 0.7691 0.7492 -6.1511 -0.035 0.002 -0.016
C -3.2836 5.8930 -1.6087 -0.058 -0.056 0.124
C 3.2127 0.9845 1.8165 0.087 -0.047 0.061
C -0.3281 -1.3905 3.5250 -0.020 0.026 0.013
C -6.3478 0.3027 2.0881 0.035 0.163 -0.103
H -2.5850 -0.5673 -2.9455 0.026 0.023 -0.010
H -5.0855 2.1188 0.4899 0.000 -0.054 0.021
C 0.4642 0.7314 2.6739 -0.072 -0.103 -0.073
N 3.7652 0.6951 -3.5651 0.100 -0.001 -0.244
C 2.0652 3.7972 3.2043 0.038 0.051 0.021
C 4.2680 1.8488 1.1185 0.095 -0.007 0.011
H 0.3315 -3.9049 -3.9909 0.026 0.000 0.019
H -2.7056 -4.2182 -0.4446 0.045 0.015 0.000
Sr 0.0379 -0.0860 -0.5353 -0.139 0.219 -0.586
H 2.8754 4.2775 0.6034 -0.067 -0.013 0.011
H -0.8981 5.0296 -2.6644 -0.035 -0.037 0.026
H 1.8512 3.1355 4.0424 -0.013 -0.012 -0.033
H -1.4243 -6.1145 -1.3998 0.042 0.013 0.024
H 1.9770 -3.8791 -4.6092 0.004 0.005 0.017
C 0.3758 -0.6759 2.5343 0.177 -0.191 -0.202
C 1.3744 3.3714 1.9061 0.029 0.138 0.090
C -1.8277 -0.2735 -3.6651 0.077 -0.031 0.093
C -4.4427 1.2924 0.7527 -0.111 0.022 0.096
H -0.3746 -2.4726 3.4534 0.009 0.058 0.000
H -4.4278 -1.5753 2.5368 0.002 0.049 -0.031
N -1.3684 2.0798 -1.1222 -0.201 0.332 -0.050
H 2.2007 -2.2304 3.5083 0.011 -0.023 -0.051
C -0.2324 1.3671 3.7062 0.029 0.034 -0.062
C -4.9401 0.2820 1.5632 -0.118 0.024 0.006
H -2.1385 -1.5847 1.6318 0.016 0.021 -0.024
C 1.7158 0.4394 -3.6126 -0.557 -0.068 -0.087
H 3.2019 0.0041 1.3329 -0.021 -0.062 -0.029
H -3.1594 -0.2388 -5.3515 0.018 0.011 -0.025
C -2.5442 2.3308 -0.5261 0.154 -0.330 0.039
C 2.8460 -4.1230 2.7708 0.003 0.002 -0.027
H -6.3114 0.2404 3.1793 -0.004 0.028 0.063
H 3.9543 2.1871 0.1276 -0.035 -0.044 -0.009
C 3.5631 0.7554 3.2879 0.063 0.064 0.025
C 0.3282 0.2606 -4.1059 0.458 0.022 0.165
H 1.7508 4.8070 3.4835 0.001 -0.036 -0.020
C -4.1001 -0.7676 1.8919 0.073 -0.131 0.082
H -3.6989 6.4845 0.2043 -0.034 0.013 -0.012
H 1.2224 -2.3807 -4.0724 -0.007 -0.023 0.013
C 3.3452 0.6227 -2.3030 -0.154 -0.024 0.141
H 1.5187 5.3301 0.9836 0.011 -0.057 0.013
H -0.2055 -5.8037 -0.1603 -0.007 0.009 -0.034
H 1.3159 4.0207 -0.1866 -0.015 -0.027 0.027
C -0.9579 0.6515 4.6422 0.030 -0.115 -0.016
C 3.2898 -3.0878 -2.3433 0.061 0.082 -0.044
C -1.3972 4.2843 -2.0555 0.064 0.036 -0.085
H -7.8825 1.5060 2.0057 0.015 0.015 -0.018
H 3.9519 -3.5614 -3.0737 -0.031 0.014 0.049
H -2.5291 6.6721 -1.7405 0.034 0.035 0.032
C -3.1350 1.2205 0.3024 0.351 0.088 -0.136
C 1.3132 -3.4491 -3.8560 0.053 0.035 -0.053
N -0.5865 -0.1020 -3.2150 -0.245 -0.025 0.045
H -1.4458 -3.6323 0.6490 -0.013 -0.003 -0.043
H -4.1034 3.7694 -0.1365 0.023 0.009 -0.035
C -3.1766 3.5595 -0.6508 -0.097 0.099 0.057
C 2.2128 -4.6530 0.5374 -0.047 0.004 -0.108
H -1.5169 -1.3202 5.2983 0.035 0.025 -0.042
N 2.7345 0.5784 -4.4267 0.210 0.019 0.253
C 0.0051 0.4521 -5.4433 -0.142 0.003 -0.229
H 5.2050 1.2941 1.0092 -0.048 0.033 0.033
H -2.1227 -2.5620 -0.5916 0.032 -0.012 -0.024
H 4.0032 0.6733 -1.4492 -0.055 0.010 -0.026
H 0.2679 -5.9602 -1.8567 -0.044 0.039 0.015